(1)
{
  "formula": "C6H15NO",
  "method": "ωB97M-V with the def2-TZVPD basis set",
  "species": ["C", "N", "C", "C", "C", "C", "C", "H", "H", "H", "H", "H", "H", "H", "H", "H", "H", "H", "H", "H", "H", "H", "O"],
  "xyz": [[-0.137653, -0.238329, 0.110214], [-0.133621, 0.170279, -1.281307], [-0.015046, 1.615861, -1.532787], [1.384279, 2.132235, -1.183186], [-1.350202, -0.408679, -1.865449], [-2.341906, -0.709281, -0.683012], [-1.591168, -0.214214, 0.545802], [0.180338, -1.266070, 0.150450], [0.518887, 0.327363, 0.761928], [-0.780694, 2.190311, -0.985798], [-0.193797, 1.696393, -2.586458], [1.718916, 1.726469, -0.231014], [1.336123, 3.217512, -1.092837], [2.063209, 1.827151, -1.970129], [-1.092020, -1.355193, -2.344574], [-1.756772, 0.279040, -2.599446], [-2.479118, -1.790723, -0.677408], [-3.313814, -0.234798, -0.817616], [-1.850319, -0.839003, 1.410082], [-2.014788, 0.736819, 0.895098], [3.500635, -1.991164, 3.720404], [3.836880, -1.814592, 5.201637], [3.176700, -2.199788, 4.606424]],
  "forces_ev_per_angstrom": [[-0.49, 0.21, 0.29], [0.31, 0.42, -0.39], [0.22, -0.75, 1.02], [-0.81, -0.03, -0.14], [-0.01, -0.15, 0.60], [0.38, 0.05, -0.90], [-1.46, -0.18, 1.05], [0.34, -0.58, 0.07], [0.15, 0.24, -0.15], [-0.02, 0.03, -0.07], [-0.11, 0.50, -0.56], [0.08, 0.03, 0.00], [0.28, 0.03, -0.11], [0.33, 0.07, 0.01], [-0.07, 0.09, -0.20], [-0.10, -0.04, -0.18], [-0.19, 0.02, 0.29], [0.04, -0.04, 0.01], [0.54, -0.26, -0.13], [0.60, 0.33, -0.51], [-0.09, -0.06, 0.19], [-0.25, -0.15, -0.20], [0.33, 0.21, 0.01]],
  "e_lumo_ev": 0.799,
  "orbital_gap_ev": 9.1,
  "homo_energy_ev": -8.28,
  "de_lowest_ev": 1.470
}

(2)
{
  "formula": "C6H12O",
  "method": "ωB97M-V with the def2-TZVPD basis set",
  "species": ["C", "C", "C", "C", "C", "C", "O", "H", "H", "H", "H", "H", "H", "H", "H", "H", "H", "H", "H"],
  "xyz": [[-1.900041, 0.887097, -1.106211], [-0.703227, -0.021247, -1.376358], [-0.236349, -0.845797, -0.155387], [1.189912, -1.332721, -0.148782], [0.753681, -0.419021, 0.933207], [1.223209, 0.998499, 1.083312], [0.703601, -1.099578, 2.161094], [-2.220834, 1.428309, -2.004970], [-1.646163, 1.622883, -0.337026], [-2.751851, 0.297497, -0.750496], [0.135650, 0.585053, -1.773541], [-0.963207, -0.702744, -2.206989], [-0.896206, -1.571576, 0.338011], [1.897341, -0.929749, -0.864830], [1.329444, -2.368094, 0.131406], [2.207318, 1.046365, 1.556214], [0.536269, 1.591592, 1.704965], [1.281803, 1.472170, 0.106321], [0.059651, -0.638942, 2.710058]],
  "forces_ev_per_angstrom": [[-0.02, 0.01, 0.13], [0.07, -0.09, 0.28], [0.06, 0.05, 0.09], [0.37, -0.11, -0.02], [0.16, 0.24, -0.29], [0.11, 0.16, -0.15], [-0.62, 0.06, 0.14], [0.12, -0.12, 0.16], [-0.12, -0.04, -0.05], [0.08, 0.12, 0.00], [-0.25, -0.30, 0.37], [0.17, 0.02, 0.43], [-0.21, 0.23, -0.83], [-0.20, -0.10, -0.19], [0.27, 0.07, 0.03], [-0.03, -0.09, -0.07], [0.03, -0.21, -0.16], [0.04, 0.17, -0.06], [-0.01, -0.08, 0.18]],
  "e_lumo_ev": 0.991,
  "orbital_gap_ev": 10.3,
  "homo_energy_ev": -9.33,
  "de_lowest_ev": 1.200
}

(3)
{
  "formula": "C3H3BrClN2",
  "method": "ωB97M-V with the def2-TZVPD basis set",
  "species": ["C", "C", "C", "N", "N", "Cl", "Br", "H", "H", "H"],
  "xyz": [[0.966053, 0.794051, 0.002703], [0.993168, -0.592423, 0.091178], [-1.094558, -0.064853, -0.019907], [-0.263510, -1.079607, 0.014446], [-0.405249, 1.096861, 0.008107], [2.354546, -1.522927, 0.032048], [-3.022529, -0.223154, 0.080255], [1.597808, 1.644640, 0.058720], [-0.393249, -2.077113, -0.092628], [-0.732479, 2.024529, -0.174922]],
  "forces_ev_per_angstrom": [[-2.37, -1.43, 0.78], [1.90, 3.04, -0.81], [-3.13, 1.62, 0.16], [0.54, -0.26, 0.14], [0.64, -2.29, -0.46], [0.87, -1.05, 0.14], [1.96, 0.19, -0.25], [1.07, -0.11, -0.07], [-0.76, 0.03, 0.19], [-0.71, 0.28, 0.19]],
  "e_lumo_ev": -4.047,
  "orbital_gap_ev": 9.9,
  "charge": 1,
  "homo_energy_ev": -13.95,
  "de_lowest_ev": 0.000
}

(4)
{
  "formula": "C30H37ClCsGe2O7",
  "method": "ωB97M-V with the def2-TZVPD basis set",
  "species": ["Cs", "O", "C", "C", "O", "O", "C", "C", "C", "C", "C", "C", "C", "C", "C", "C", "C", "C", "H", "H", "H", "H", "H", "H", "H", "H", "H", "H", "H", "C", "C", "Ge", "C", "C", "C", "C", "Ge", "C", "C", "C", "C", "C", "C", "C", "C", "C", "C", "H", "H", "H", "H", "H", "H", "H", "H", "H", "H", "H", "H", "H", "H", "H", "H", "H", "H", "H", "H", "H", "H", "H", "H", "H", "H", "O", "Cl", "O", "O", "O"],
  "xyz": [[0.035160, 1.064244, 0.180422], [1.366297, 0.511452, 2.454276], [2.704613, 1.980667, 3.859472], [1.040303, 3.519850, 2.859882], [0.301594, 4.196608, 3.549488], [0.905261, 2.988479, 1.746728], [2.668245, 1.574194, 5.254666], [2.752353, 2.596418, 6.213580], [2.677279, 2.314759, 7.567560], [2.494923, 1.014625, 8.017574], [2.381497, -0.002246, 7.076400], [2.466225, 0.266677, 5.722021], [4.066333, 2.784814, 0.650985], [3.378830, 3.683852, -0.167928], [4.160092, 4.487045, -0.993417], [5.543943, 4.456680, -1.026178], [6.202615, 3.557645, -0.198153], [5.459883, 2.720897, 0.610831], [2.853412, 0.088958, 1.519631], [2.870205, 3.613801, 5.870400], [2.751972, 3.129494, 8.278957], [2.424002, 0.799046, 9.076745], [2.203675, -1.021751, 7.399881], [2.338480, -0.541305, 5.016441], [2.302577, 3.787014, -0.150802], [3.643963, 5.195664, -1.633622], [6.089055, 5.126750, -1.677260], [7.283268, 3.493681, -0.187974], [5.935470, 2.001795, 1.266579], [-5.618094, 1.669392, -1.596311], [-4.680756, 1.231947, -0.472469], [-2.974854, 0.564413, -1.221038], [-2.474793, 1.794225, -2.717234], [-2.830640, 1.232394, -4.092777], [-3.509050, -1.117473, -2.120408], [-2.617885, -2.104066, -2.141430], [-0.938988, -1.687184, -1.157252], [0.631295, -1.858268, -2.327862], [0.594499, -0.975193, -3.573586], [-0.703956, -3.013091, 0.276576], [-0.703052, -4.449227, -0.250207], [-2.882280, -3.433380, -2.743042], [-2.022482, -3.983353, -3.694797], [-2.280435, -5.224533, -4.255772], [-3.401424, -5.947062, -3.870217], [-4.260859, -5.414454, -2.919401], [-4.005117, -4.170008, -2.362955], [-6.586697, 1.973362, -1.193106], [-5.795227, 0.861193, -2.308793], [-5.213176, 2.514342, -2.154364], [-5.120087, 0.415967, 0.104328], [-4.512564, 2.047654, 0.232865], [-1.400709, 1.990633, -2.671261], [-2.964782, 2.756852, -2.551794], [-2.328174, 0.280919, -4.270157], [-2.536025, 1.923306, -4.886919], [-3.902905, 1.050869, -4.188026], [-4.491074, -1.263243, -2.580773], [0.700522, -2.917815, -2.586611], [1.509587, -1.617194, -1.722248], [-0.312312, -1.149055, -4.158586], [1.450134, -1.159857, -4.225914], [0.604020, 0.084232, -3.307943], [-1.486634, -2.869745, 1.022505], [0.235358, -2.769922, 0.778464], [-1.648616, -4.717088, -0.721794], [-0.531874, -5.144305, 0.574509], [0.085842, -4.614083, -0.986961], [-1.147618, -3.424340, -4.005509], [-1.602906, -5.630520, -4.996763], [-3.603836, -6.916060, -4.308064], [-5.136731, -5.970917, -2.609111], [-4.670860, -3.758817, -1.613982], [3.411006, 2.017047, 1.520520], [2.934128, 0.904244, 2.611459], [3.920789, -0.096126, 3.274397], [1.152195, -0.597959, 1.443629], [2.366570, 3.291538, 3.569000]],
  "forces_ev_per_angstrom": [[-0.30, 2.75, -1.19], [-3.75, -2.40, 0.49], [-0.38, 1.65, -0.47], [-0.19, 0.08, 1.27], [-0.04, 0.23, -0.30], [0.37, 0.90, 0.31], [-0.08, -0.40, -0.08], [0.07, 0.02, -0.01], [-0.03, 0.01, -0.02], [0.00, -0.03, 0.00], [0.02, 0.04, 0.03], [-0.04, -0.03, -0.01], [0.44, 0.74, 0.09], [0.69, -0.03, -0.17], [-0.55, 0.36, -0.32], [0.05, -0.10, 0.12], [-0.16, -0.05, -0.20], [0.12, -0.30, 0.32], [0.71, -0.01, -0.25], [-0.04, 0.01, 0.01], [0.00, 0.00, 0.00], [0.01, 0.00, 0.00], [0.02, 0.00, 0.00], [0.08, 0.00, -0.01], [0.06, -0.13, 0.24], [0.01, 0.00, 0.00], [0.01, 0.00, 0.00], [0.01, 0.01, 0.00], [0.05, 0.06, 0.02], [0.06, -0.05, -0.04], [0.21, 0.15, 0.60], [0.22, -1.88, -1.29], [0.21, 0.15, 0.21], [-0.02, 0.02, 0.03], [-0.45, 0.28, 0.02], [0.24, -0.32, -0.02], [-1.98, -0.36, -0.36], [0.29, 0.76, 0.08], [-0.08, -0.10, -0.02], [0.14, 0.38, 0.37], [-0.02, 0.05, -0.06], [-0.05, 0.11, -0.17], [0.02, 0.00, 0.03], [0.00, -0.01, 0.00], [0.00, 0.01, 0.00], [-0.01, 0.00, -0.01], [0.00, 0.00, -0.01], [0.00, 0.01, -0.01], [-0.02, 0.00, 0.00], [-0.01, 0.01, 0.00], [0.02, -0.02, -0.03], [-0.02, 0.03, -0.04], [-0.01, 0.03, 0.01], [0.02, 0.01, 0.00], [-0.01, 0.00, -0.01], [0.00, -0.01, 0.00], [0.00, 0.00, 0.00], [0.03, -0.09, -0.03], [-0.08, -0.02, 0.06], [0.04, -0.12, -0.01], [0.00, 0.01, -0.01], [0.01, 0.02, 0.01], [0.01, 0.00, -0.01], [-0.04, -0.01, -0.03], [-0.02, -0.02, 0.03], [-0.01, -0.01, 0.01], [0.02, -0.01, -0.01], [0.01, -0.01, 0.01], [0.00, 0.00, 0.00], [0.00, 0.01, -0.01], [0.01, -0.01, 0.01], [0.00, 0.00, 0.01], [0.00, 0.00, 0.00], [0.02, 1.73, -1.98], [3.69, -4.54, 2.24], [-1.88, 1.44, -0.66], [2.41, 0.02, 2.38], [-0.13, -0.99, -1.18]],
  "e_lumo_ev": 0.981,
  "orbital_gap_ev": 4.3,
  "charge": -1,
  "homo_energy_ev": -3.35
}